# 1
Here is a molecular structure, C9H18GaN4O8 in a non-equilibrium geometry from the Open Molecules 2025 dataset. Energies are from ωB97M-V/def2-TZVPD.

```
! RIJCOSX wB97M-V def2-TZVPD def2/J DEFGRID3
* xyz -1 1
O 5.227 -0.411 -0.660
O 5.130 0.157 0.641
C 4.724 1.535 0.445
Ga 3.215 1.850 -0.928
C 1.527 0.741 -0.496
C 1.562 -0.621 -0.627
C 0.397 -1.309 -0.363
C -0.697 -0.584 0.008
N -0.762 0.724 0.178
C 0.381 1.376 -0.084
H 4.922 -1.324 -0.537
H 5.613 2.046 0.043
H 4.545 1.978 1.425
H 2.778 3.411 -0.963
H 3.740 1.385 -2.381
H 2.463 -1.133 -0.938
H 0.338 -2.386 -0.457
H -1.616 -1.144 0.184
H 0.386 2.453 0.037
C -4.444 0.633 2.122
N -4.741 -0.645 1.419
O -5.830 -1.161 1.605
O -3.872 -1.084 0.704
H -5.309 0.904 2.717
H -3.572 0.467 2.748
H -4.239 1.381 1.370
C -6.186 3.090 -1.612
N -5.236 3.267 -0.481
O -4.145 3.721 -0.726
O -5.631 2.935 0.623
H -5.701 3.423 -2.522
H -6.436 2.035 -1.665
H -7.066 3.688 -1.394
C 3.976 -5.103 0.273
N 4.206 -3.697 -0.156
O 4.426 -2.874 0.707
O 4.156 -3.473 -1.347
H 4.050 -5.148 1.353
H 2.984 -5.387 -0.064
H 4.738 -5.716 -0.199
*
```

## Properties
LUMO level = 1.86 eV

Atomic partial charges in e from the natural (NBO) method, atoms 1 to 2: -0.48 -0.32


# 2
Here is C5H9P3 in the gas phase in a non-equilibrium geometry from the Open Molecules 2025 dataset. Energies are from ωB97M-V/def2-TZVPD.

```
! RIJCOSX wB97M-V def2-TZVPD def2/J DEFGRID3
* xyz 0 1
C 0.205 1.323 -0.701
C -0.980 0.146 1.209
C -0.288 -1.773 -1.162
C 0.242 0.441 0.505
C 1.611 -0.100 0.850
P -1.375 1.128 -1.699
P -2.485 0.308 0.070
P -1.785 -0.970 -1.631
H 0.181 2.470 -0.303
H 1.016 1.479 -1.367
H -1.069 -0.784 1.563
H -1.196 0.876 1.917
H 0.566 -1.306 -1.746
H -0.450 -2.716 -0.700
H 1.622 -1.056 1.380
H 2.014 0.551 1.775
H 2.172 -0.019 0.041
*
```

## Properties
LUMO level (alpha / beta) = 0.26 / -0.48 eV

Atomic partial charges in e from the natural (NBO) method, atoms 1 to 2: -0.77 -0.74


# 3
Here is a molecular structure, C2H7GdP2S in a non-equilibrium geometry from the Open Molecules 2025 dataset. Energies are from ωB97M-V/def2-TZVPD.

```
! RIJCOSX wB97M-V def2-TZVPD def2/J DEFGRID3
* xyz 2 8
C -1.871 1.279 -1.958
C -1.121 1.303 -0.744
P 0.127 1.062 0.733
P 0.061 -1.138 0.421
S 1.856 -1.869 0.005
H -2.292 0.961 -3.029
H -0.990 0.940 1.676
H 1.076 0.808 1.810
H 1.272 1.186 -0.173
H 0.128 2.487 0.951
H -0.887 -1.393 -0.642
H -0.316 -1.703 1.701
Gd 2.957 -3.923 -0.750
*
```

## Properties
⟨S²⟩ = 15.80
LUMO level (alpha / beta) = -8.15 / -10.39 eV

Atomic partial charges in e from the Mulliken method, atoms 1 to 2: -0.19 -0.04


# 4
Here is 2 unconnected molecules or ions with the total composition C7H12O in a non-equilibrium geometry from the Open Molecules 2025 dataset. Energies are from ωB97M-V/def2-TZVPD.

```
! RIJCOSX wB97M-V def2-TZVPD def2/J DEFGRID3
* xyz 1 2
C 1.558 -1.234 -1.399
C 1.526 -2.527 -1.791
C -0.599 -1.363 -0.152
C 0.629 -0.737 -0.428
C 0.786 0.613 0.068
C -0.137 1.591 0.037
C 0.176 2.978 0.417
H 2.286 -0.546 -1.798
H 2.186 -2.819 -2.604
H 0.888 -3.253 -1.295
H -1.110 -2.132 -0.729
H -1.176 -0.975 0.683
H 1.796 0.925 0.309
H -1.125 1.370 -0.362
H 0.186 3.592 -0.494
H -0.515 3.404 1.137
H 1.183 3.030 0.837
H -3.105 -1.370 2.600
H -2.886 0.058 2.174
O -2.545 -0.608 2.789
*
```

## Properties
⟨S²⟩ = 0.77
LUMO level (alpha / beta) = -5.21 / -7.64 eV

Atomic partial charges in e from the natural (NBO) method, atoms 1 to 2: -0.25 -0.15


# 5
Here is 2 unconnected molecules or ions with the total composition C3H9NO2P in a non-equilibrium geometry from the Open Molecules 2025 dataset. Energies are from ωB97M-V/def2-TZVPD.

```
! RIJCOSX wB97M-V def2-TZVPD def2/J DEFGRID3
* xyz -1 1
C -1.644 0.393 -1.233
C -1.461 -1.259 0.550
C 2.057 1.227 1.076
N -1.549 0.095 0.140
O 2.011 -1.328 0.086
O 1.760 0.462 -1.583
P 1.439 0.059 -0.189
H -1.498 1.471 -1.387
H -0.752 -0.148 -1.770
H -2.518 -0.089 -1.769
H -2.353 -1.960 0.474
H -0.728 -1.772 0.080
H -1.100 -1.301 1.627
H 1.662 2.159 0.715
H 1.518 0.818 1.949
H 3.157 1.172 1.234
*
```

## Properties
LUMO level (alpha / beta) = 3.88 / 3.63 eV

Atomic partial charges in e from the natural (NBO) method, atoms 1 to 2: -0.47 -0.46


# 6
Here is a gas-phase ion, C10H10NS2 (charge +1) in a non-equilibrium geometry from the Open Molecules 2025 dataset. Energies are from ωB97M-V/def2-TZVPD.

```
! RIJCOSX wB97M-V def2-TZVPD def2/J DEFGRID3
* xyz 1 1
N -0.685 -2.286 -0.582
C -0.641 -1.091 -0.054
C 0.487 -0.203 -0.198
C 1.330 -0.206 -1.311
C 2.371 0.703 -1.379
C 2.598 1.589 -0.337
C 1.758 1.612 0.768
C 0.695 0.730 0.835
C -0.188 0.595 2.005
S -0.410 -1.136 2.544
C -1.568 0.064 1.825
C -1.955 -0.424 0.468
S -3.056 1.106 -0.274
H -1.515 -2.863 -0.531
H 0.168 -2.713 -0.924
H 1.146 -0.880 -2.136
H 3.013 0.713 -2.245
H 3.441 2.263 -0.371
H 1.941 2.304 1.576
H -0.022 1.283 2.824
H -2.358 0.448 2.456
H -2.724 -1.194 0.537
H -3.343 0.521 -1.436
*
```

## Properties
SMILES string = [NH2+]=C1c2ccccc2[C@@H]2S[C@@H]2[C@H]1S
LUMO level = -4.86 eV

Atomic partial charges in e from the natural (NBO) method, atoms 1 to 2: -0.67 0.48


# 7
Here is a molecular structure, C37H41CsF3N9O3P2S3 in a non-equilibrium geometry from the Open Molecules 2025 dataset. Energies are from ωB97M-V/def2-TZVPD.

```
! RIJCOSX wB97M-V def2-TZVPD def2/J DEFGRID3
* xyz -2 1
Cs 0.978 0.008 -1.470
S 1.431 -2.911 0.045
P 0.123 -2.146 1.380
C -0.659 -0.726 1.072
P -1.003 0.634 1.922
S -1.578 2.294 0.898
C -2.349 0.450 3.195
C -2.792 -0.816 3.540
C -3.773 -0.997 4.509
C -4.316 0.102 5.154
C -3.875 1.379 4.820
C -2.905 1.549 3.847
C 0.388 1.209 3.007
C 0.439 0.999 4.380
C 1.539 1.411 5.124
C 2.611 2.033 4.501
C 2.583 2.226 3.122
C 1.486 1.811 2.392
C 1.000 -2.161 3.010
C 2.327 -1.743 3.079
C 2.982 -1.649 4.298
C 2.322 -1.993 5.473
C 1.000 -2.416 5.416
C 0.346 -2.488 4.194
C -1.059 -3.565 1.597
C -0.640 -4.794 2.099
C -1.519 -5.859 2.192
C -2.834 -5.722 1.756
C -3.256 -4.510 1.233
C -2.371 -3.440 1.162
H -2.352 -1.664 3.040
H -4.107 -1.997 4.757
H -5.078 -0.030 5.912
H -4.298 2.244 5.316
H -2.574 2.541 3.565
H -0.386 0.511 4.884
H 1.560 1.227 6.190
H 3.470 2.352 5.078
H 3.419 2.698 2.618
H 1.483 1.948 1.313
H 2.844 -1.511 2.155
H 4.008 -1.305 4.332
H 2.833 -1.924 6.426
H 0.473 -2.680 6.325
H -0.690 -2.813 4.163
H 0.395 -4.912 2.407
H -1.177 -6.806 2.595
H -3.519 -6.560 1.819
H -4.273 -4.394 0.878
H -2.678 -2.481 0.756
N 0.845 3.996 -0.624
C 0.995 4.145 -1.942
N 1.766 5.160 -2.372
C 1.879 5.229 -3.689
N 2.645 6.254 -4.193
N 1.312 4.418 -4.582
C 0.585 3.442 -4.031
N 0.367 3.261 -2.742
C 0.026 2.424 -4.985
C 0.113 2.622 -6.357
C -0.364 1.630 -7.194
C -0.895 0.479 -6.634
C -0.929 0.374 -5.249
N -0.486 1.327 -4.444
H 1.260 4.688 -0.025
H 0.144 3.362 -0.237
H 3.307 6.626 -3.531
H 3.002 6.074 -5.117
H 0.570 3.524 -6.733
H -0.305 1.746 -8.270
H -1.259 -0.335 -7.244
H -1.312 -0.523 -4.774
N -2.353 0.453 -1.958
C -3.333 -0.575 -1.668
C -3.215 -1.716 -2.683
C -1.836 -2.360 -2.636
N -1.429 -2.922 -3.928
H -2.213 1.095 -1.182
H -2.549 0.977 -2.800
H -4.376 -0.213 -1.654
H -3.109 -0.946 -0.664
H -3.373 -1.317 -3.691
H -4.006 -2.454 -2.505
H -1.783 -3.091 -1.818
H -1.147 -1.566 -2.366
H -1.834 -3.845 -4.046
H -0.422 -3.054 -3.929
N 4.010 2.906 -0.068
H 3.293 3.076 -0.772
H 3.637 2.149 0.501
H 4.769 2.481 -0.594
F 4.793 -1.814 -3.965
C 4.666 -0.683 -3.253
F 5.832 -0.017 -3.362
F 4.534 -1.019 -1.956
S 3.241 0.345 -3.821
O 3.689 0.901 -5.074
O 2.155 -0.616 -3.903
O 3.119 1.285 -2.717
*
```

## Properties
LUMO level = 3.82 eV

Atomic partial charges in e from the Mulliken method, atoms 1 to 2: 0.96 -0.50


Number 1: E_tot -3099.05285 Eh. Number 2: E_tot -1219.81990 Eh. Number 3: E_tot -1925.86441 Eh. Number 4: E_tot -348.78384 Eh. Number 5: E_tot -666.27308 Eh. Number 6: E_tot -1237.91974 Eh. Number 7: E_tot -4350.33582 Eh.